A molecular structure, C3H11N3O at a distorted geometry, computed with ωB97M-V with the def2-TZVPD basis set.

Each line ends with the natural charge from an NBO analysis.
Cartesian coordinates (Å):
1 O 2.50880 -0.16131 -1.01297  -0.617
2 N 1.16639 -0.29731 -1.53568  -0.581
3 N -0.99515 1.55325 -1.31480  -0.806
4 N -0.26803 -0.31457 0.38747  -0.498
5 C 0.40839 -0.18023 1.68972  -0.418
6 C -1.67255 -0.72488 0.50985  -0.418
7 C -0.05640 0.97788 -0.67511  0.324
8 H -1.71402 0.92568 -1.66394  0.333
9 H -2.07135 -0.96940 -0.47272  0.216
10 H 1.47188 -0.02994 1.51768  0.234
11 H 2.67325 0.79662 -0.96324  0.440
12 H -0.00476 0.66798 2.23803  0.206
13 H -2.25489 0.08172 0.95640  0.216
14 H 1.23807 -0.27576 -2.55337  0.333
15 H 0.31743 -0.93108 -0.31148  0.478
16 H -1.74679 -1.61491 1.13489  0.208
17 H 0.28794 -1.09208 2.27668  0.208
18 H 0.71178 1.58832 -0.20742  0.143

Computed properties:
**DFT total energy**: -360.2300 Ha
**E_HOMO**: -7.66 eV
**Gap between HOMO and LUMO**: 0.308 hartree

=====

A single C21H15NO6S molecule at a distorted geometry, computed with ωB97M-V with the def2-TZVPD basis set.

Each line ends with the natural charge from an NBO analysis.
Cartesian coordinates (Å):
1 S -3.02374 -0.39897 -2.84647  2.382
2 O -2.93324 1.18669 -2.44180  -0.682
3 O 2.57334 -1.53242 -4.26488  -0.480
4 O -0.49808 0.77014 1.70499  -0.454
5 O -3.82083 -0.40736 -4.02471  -0.896
6 O -3.44457 -1.14890 -1.70552  -0.916
7 O -1.28497 3.78500 3.32390  -0.531
8 N 2.09292 -1.90242 3.64408  -0.416
9 C 0.33960 1.37272 3.89540  -0.172
10 C 0.60293 -0.32604 -4.55806  -0.251
11 C 1.34454 -0.85840 3.35255  0.062
12 C 2.69790 -1.94037 4.82046  0.043
13 C -2.98927 2.85869 -0.78907  -0.285
14 C -0.38302 1.60809 2.78513  0.189
15 C -1.77020 2.62530 1.24090  -0.194
16 C 3.33525 -2.54039 -3.63619  -0.257
17 C 1.15288 0.22698 4.22008  -0.139
18 C 1.80392 0.16880 5.45858  -0.131
19 C -1.18382 2.84754 2.56174  0.495
20 C -2.61418 3.37627 0.43297  -0.125
21 C -0.70874 -0.04706 -4.24321  -0.148
22 C 2.58491 -0.92861 5.76474  -0.260
23 C 0.63719 -2.08349 -2.89917  -0.269
24 C -0.68123 -1.79572 -2.58886  -0.171
25 C -1.33691 -0.78087 -3.25312  -0.396
26 C -2.53110 1.60373 -1.21063  0.348
27 C -1.32013 1.37309 0.80553  0.348
28 C 1.29201 -1.34522 -3.88587  0.328
29 C -1.68215 0.84040 -0.41593  -0.327
30 H 3.43541 -2.35561 -2.56278  0.183
31 H 3.29780 -2.82073 5.00945  0.194
32 H 1.68948 0.97985 6.16389  0.216
33 H -3.64499 3.40447 -1.44773  0.234
34 H 2.90092 -3.53076 -3.79987  0.181
35 H -1.21150 -2.35601 -1.83422  0.246
36 H 1.12735 0.22518 -5.32177  0.235
37 H 3.09618 -1.00099 6.71214  0.222
38 H -2.96563 4.33972 0.76645  0.233
39 H 1.13982 -2.87788 -2.37202  0.224
40 H 0.29263 2.16178 4.63593  0.240
41 H -1.33726 -0.12932 -0.72560  0.242
42 H 0.87129 -0.87780 2.38200  0.209
43 H 4.31770 -2.49641 -4.10275  0.207
44 H -1.26043 0.72729 -4.75070  0.239

Computed properties:
**DFT total energy**: -1713.5961 Ha
**E_HOMO**: -8.70 eV
**Gap between HOMO and LUMO**: 0.289 hartree

=====

11 unconnected molecules or ions with the total composition C79H181N11O16 at a distorted geometry, computed with ωB97M-V with the def2-TZVPD basis set.

Each line ends with the Löwdin spin population.
Cartesian coordinates (Å):
1 O 4.88707 -5.34435 3.67075  0.000
2 O -0.64210 2.14243 5.57948  0.000
3 O 4.19769 -1.31936 -2.71439  0.000
4 O 7.23536 -0.19221 -10.41343  0.000
5 O 1.77698 -0.72541 0.87221  0.000
6 O -1.58802 -3.28223 -1.65643  0.000
7 O 8.19495 3.94765 7.83804  0.000
8 O 1.75931 -4.24734 -7.43875  0.000
9 O 2.19981 0.28556 5.73063  0.000
10 O -5.43831 -0.32790 -0.23302  0.000
11 O -11.29101 1.15323 2.29691  0.000
12 O -2.45027 -1.03203 10.00215  0.000
13 O -5.01284 4.92921 1.10659  0.187
14 O 3.46284 0.01312 -6.03372  0.000
15 O 4.14589 4.72460 3.64634  0.000
16 O -4.86969 0.59057 -6.54152  0.000
17 N -0.13196 -0.43330 7.21517  0.000
18 N 5.59379 3.68712 5.94859  0.000
19 N 3.56329 -5.44281 3.80027  0.000
20 N -5.38927 4.84627 -0.21892  0.614
21 N 4.18975 -0.49913 -9.39966  0.000
22 N -7.77606 0.16369 1.53567  0.000
23 N 0.38639 -1.24041 -2.56057  0.000
24 N 5.36884 -2.09899 -2.88141  0.000
25 N -1.82315 2.67985 5.06801  0.000
26 N -3.76859 1.25459 -5.97101  0.000
27 N -1.07294 -4.87655 -5.02511  0.000
28 C 1.97198 -1.08804 6.10802  0.000
29 C -2.30584 0.98745 3.27298  0.000
30 C 3.02683 -5.70196 5.10938  0.000
31 C -6.38198 0.47315 1.94923  0.000
32 C 1.39998 -5.02925 2.66382  0.000
33 C 1.51163 -6.03503 4.93078  0.000
34 C 1.32070 -1.44671 -0.26255  0.000
35 C 5.11446 -3.32195 -3.74433  0.000
36 C 0.86261 -0.48789 -1.42821  0.000
37 C 1.21575 -4.46894 -6.12908  0.000
38 C -2.78155 0.38402 -5.32509  0.000
39 C 1.60216 -5.27700 -8.37212  0.000
40 C -1.72412 -4.14575 -2.77367  0.000
41 C -7.03275 5.45122 -1.99749  0.000
42 C 7.55352 -2.87577 -2.08026  0.000
43 C -1.38944 -1.45864 9.13312  0.000
44 C -3.26789 3.32985 3.20482  0.000
45 C -10.15170 0.49156 1.76849  0.000
46 C 5.61571 -3.11209 -0.51498  0.000
47 C -3.38157 2.39996 -6.78420  0.000
48 C 4.73750 2.85948 5.14628  0.000
49 C 4.59859 -2.82358 -5.12641  0.000
50 C -0.33312 -4.38903 -6.21721  0.000
51 C -2.14176 -0.62444 -6.37513  0.000
52 C 1.19000 -1.11302 7.43008  0.000
53 C 3.70119 5.28581 2.40955  0.000
54 C 6.55474 -0.82206 -1.13677  0.000
55 C -6.55728 7.12588 -0.20356  0.030
56 C 4.20862 -4.43814 -3.10389  0.000
57 C -2.66089 3.24236 7.25660  0.000
58 C 3.14353 -3.10493 2.94639  0.000
59 C -0.87539 -0.19601 8.43446  0.000
60 C -2.84369 2.00973 -8.21065  0.000
61 C -3.69205 3.19853 -0.94604  0.021
62 C -5.36755 -0.42078 1.22960  0.000
63 C 3.56789 -7.02282 5.76161  0.000
64 C -4.15285 3.52308 5.43325  0.000
65 C 2.79307 0.24356 0.73716  0.000
66 C -3.03834 -2.07583 10.73001  0.000
67 C -1.18586 2.42731 -5.52324  0.000
68 C -4.67901 -1.38302 -0.85266  0.000
69 C 2.89683 -0.37814 -7.30167  0.000
70 C -4.28719 4.61501 -1.21104  0.039
71 C -2.02408 2.50596 3.59717  0.000
72 C -8.82462 0.78343 2.37191  0.000
73 C 7.35954 -4.22243 -2.77901  0.000
74 C 3.33934 -5.05801 1.37136  0.000
75 C 3.74845 -1.22122 -8.24784  0.000
76 C -4.62349 3.34466 -6.82764  0.000
77 C 6.77664 3.92933 8.20178  0.000
78 C -3.43044 1.07961 6.22958  0.000
79 C -5.84504 5.67682 -2.92729  0.000
80 C -0.88490 -3.82552 -3.97070  0.000
81 C 2.83449 -4.59848 2.76028  0.000
82 C 5.29294 0.41219 -9.02871  0.000
83 C 0.80821 -4.99787 4.08811  0.000
84 C 6.50323 -4.02707 -4.02706  0.000
85 C 9.00439 5.09828 8.16911  0.000
86 C -3.01901 2.56497 5.96104  0.000
87 C -4.83437 4.58988 -2.66812  -0.001
88 C -1.83354 -3.81782 -0.33875  0.000
89 C -0.73680 2.99973 2.83456  0.000
90 C -7.73668 5.04226 0.33957  0.014
91 C -2.33381 3.27254 -6.09212  0.000
92 C 6.21821 -2.24529 -1.64520  0.000
93 C -3.22160 5.71452 -1.01648  0.035
94 C 2.51273 0.62006 -5.20259  0.000
95 C 4.68424 3.41270 3.67708  0.000
96 C 2.07382 0.47323 4.36070  0.000
97 C 6.14643 0.75606 -10.31435  0.000
98 C -1.65367 1.22658 -4.66164  0.000
99 C -6.62743 5.64502 -0.51428  0.042
100 C 5.91529 3.02639 7.23889  0.000
101 C -11.50124 0.87094 3.66747  0.000
102 C -4.51409 3.16599 4.01267  0.000
103 C -3.45314 -0.49283 -4.25385  0.000
104 C 8.33179 0.29224 -11.21648  0.000
105 C 3.28371 -4.58613 6.12951  0.000
106 C -0.39416 0.29480 -0.86448  0.000
107 H -0.50873 0.47484 9.21139  0.000
108 H -2.77821 -4.19649 -3.04649  0.000
109 H -1.13206 -2.79257 -4.21568  0.000
110 H -7.85704 6.11826 -2.24985  0.000
111 H -1.81936 0.25793 8.13286  0.000
112 H 3.74695 2.84362 5.60087  0.000
113 H 6.39448 -3.38980 0.19529  0.000
114 H -2.21037 4.19924 6.99291  0.000
115 H 3.50709 -4.00821 -2.38895  0.000
116 H -1.52375 -5.15235 -2.40664  0.000
117 H 1.47396 -1.64673 5.31560  0.000
118 H -0.59470 -4.89157 -7.14840  0.000
119 H 8.34515 -4.56190 -3.09748  0.000
120 H 2.54305 -2.68111 3.75132  0.000
121 H 1.35451 -7.07349 4.63919  0.000
122 H -3.07388 2.79295 -8.93292  0.000
123 H 5.64958 3.36384 3.17325  0.000
124 H 4.94967 1.36026 -8.61467  0.000
125 H 4.58575 -1.22764 -9.97633  0.000
126 H 6.62505 -0.19533 -2.02580  0.000
127 H 4.35455 -3.62439 -5.82442  0.000
128 H -5.23174 3.93885 3.73738  0.000
129 H -7.26910 7.71985 -0.77683  0.004
130 H -0.53919 3.10073 -4.96071  0.000
131 H 2.43211 0.49719 -7.75546  0.000
132 H 6.51934 1.77579 -10.41014  0.000
133 H -4.95228 -1.42734 -1.90691  0.000
134 H -7.97401 0.22731 0.54731  0.000
135 H 9.14391 5.22648 9.24252  0.000
136 H -0.59450 1.99715 -6.33155  0.000
137 H -2.13767 0.86541 2.20297  0.000
138 H -2.96617 4.37066 3.32226  0.000
139 H 2.82578 4.74934 2.04354  0.000
140 H -3.82122 0.95770 7.23980  0.000
141 H 3.41677 -6.14371 1.31338  0.000
142 H 2.05117 1.56240 -5.49764  0.000
143 H -1.77335 1.81311 -8.27241  0.000
144 H -4.05705 0.16455 -3.62836  0.000
145 H 1.30941 -6.04035 2.26690  0.000
146 H -12.46464 1.31544 3.91719  0.000
147 H 7.00524 -5.08490 -2.21446  0.000
148 H 1.02544 -5.92693 5.90035  0.000
149 H -1.82701 -0.14312 -7.30106  0.000
150 H 2.78099 -0.14583 3.80865  0.000
151 H 4.22053 -4.05599 5.95806  0.000
152 H -2.34782 -2.39509 11.51062  0.000
153 H 4.60520 -6.94529 6.08733  0.000
154 H -2.80588 -4.30390 -0.41864  0.000
155 H -3.29763 -2.95861 10.14558  0.000
156 H 0.57618 -5.46197 -8.69034  0.000
157 H -7.65814 5.19631 1.41576  0.000
158 H 1.60369 -0.58043 8.28640  0.000
159 H 3.63868 -2.31549 -5.03407  0.000
160 H -4.62054 -2.37931 -0.41436  0.000
161 H 1.55021 -5.38114 -5.63498  0.000
162 H 4.62470 -1.60532 -7.72558  0.000
163 H -2.53906 5.77496 -1.86417  0.005
164 H -7.92033 3.99332 0.10699  0.000
165 H -3.81837 4.55881 5.37405  0.000
166 H 4.74294 -5.33660 -2.79506  0.000
167 H 6.33348 -5.00826 -4.47041  0.000
168 H -5.62239 7.64286 -0.41992  0.000
169 H 1.65931 0.18769 -1.73957  0.000
170 H 2.21953 -5.03051 -9.23594  0.000
171 H -1.10394 -4.58540 -0.08071  0.000
172 H 2.04230 -1.00600 -7.04930  0.000
173 H 1.22058 -1.77382 -2.75979  0.000
174 H 3.24649 0.48678 1.69808  0.000
175 H -3.24144 1.06479 -8.58075  0.000
176 H 0.09874 -3.87133 -3.50331  0.000
177 H 5.02467 4.46619 6.24738  0.000
178 H 2.96026 -4.66543 0.42782  0.000
179 H -8.72512 0.43668 3.40049  0.000
180 H -5.01353 2.20795 3.86842  0.000
181 H -1.87736 2.69198 7.77742  0.000
182 H -6.77166 7.28400 0.85338  0.002
183 H 3.36945 6.30585 2.60335  0.000
184 H 8.87116 1.13817 -10.79037  0.000
185 H 0.98505 -2.14034 7.73125  0.000
186 H 8.10795 -2.22420 -2.75567  0.000
187 H -0.53659 -1.77219 9.73514  0.000
188 H -0.18650 0.83253 0.06064  0.000
189 H -3.49288 3.20747 2.14534  0.000
190 H 5.01617 2.77781 7.80270  0.000
191 H 4.17835 -0.85322 -3.55341  0.000
192 H 6.39710 4.94854 8.12922  0.000
193 H 1.48185 -3.67732 -5.42864  0.000
194 H -10.04338 0.89328 0.76101  0.000
195 H -3.68936 6.69813 -0.97373  0.000
196 H -3.33111 0.62711 3.35719  0.000
197 H 5.82914 -0.34562 -0.47752  0.000
198 H -5.01903 3.65340 -5.86000  0.000
199 H 4.03771 2.75267 3.09878  0.000
200 H -8.64763 5.63008 0.22675  0.001
201 H 7.58911 -0.82909 -0.79304  0.000
202 H -5.75920 4.63908 1.63609  0.008
203 H 3.74052 -4.97942 -3.92609  0.000
204 H 2.85183 -2.64581 2.00182  0.000
205 H -6.30128 5.59149 -3.91353  0.000
206 H 8.26116 -3.00431 -1.26122  0.000
207 H 2.46754 1.15417 0.23427  0.000
208 H -1.20826 -0.38145 -0.60366  0.000
209 H -1.96771 4.15594 -6.61526  0.000
210 H 6.53561 3.62908 9.22152  0.000
211 H -3.14764 3.31916 -0.00947  0.000
212 H 4.95057 1.79120 5.10777  0.000
213 H -0.24833 -5.23285 3.95926  0.000
214 H -6.22041 1.51191 1.66117  0.000
215 H -5.06343 3.55134 6.03170  0.000
216 H 1.08098 0.22517 3.98543  0.000
217 H -2.66619 5.58963 -0.08696  0.001
218 H 2.10287 -2.08446 -0.67436  0.000
219 H -1.41709 -1.27794 -5.88944  0.000
220 H 4.76889 -2.56932 -0.09498  0.000
221 H -2.04156 -4.88101 -5.31120  0.000
222 H -11.65105 -0.20869 3.67632  0.000
223 H -4.38248 -0.25463 1.66565  0.000
224 H 3.59224 -0.09295 0.07671  0.000
225 H -2.90505 -1.25235 -6.83471  0.000
226 H -4.10640 -1.28935 -4.61012  0.000
227 H -2.59902 0.37862 6.15571  0.000
228 H -10.71055 1.33939 4.25353  0.000
229 H -5.40429 6.67370 -2.92101  0.000
230 H -0.75122 0.69162 -4.36584  0.000
231 H -3.89246 -1.59993 11.21176  0.000
232 H -0.28507 -1.87475 -2.15211  0.000
233 H 0.50662 -2.09243 0.06673  0.000
234 H 3.08939 -4.73863 7.19115  0.000
235 H -10.22564 -0.59089 1.66396  0.000
236 H 2.69557 -3.70786 5.86336  0.000
237 H 9.93373 4.84163 7.66063  0.000
238 H 1.66968 -0.03627 -4.98676  0.000
239 H -1.68437 -2.23916 8.43177  0.000
240 H 0.07195 2.33005 3.12705  0.000
241 H 4.20720 -2.88323 3.03335  0.000
242 H -4.30338 4.27905 -7.28868  0.000
243 H -3.60389 -1.20355 -0.85675  0.000
244 H 5.51694 0.76813 -11.20412  0.000
245 H -6.20434 0.45959 3.02457  0.000
246 H 8.70076 6.07139 7.78313  0.000
247 H 0.91563 -4.35903 1.95368  0.000
248 H -5.66977 -1.41505 1.55851  0.000
249 H -4.17605 0.75445 5.50402  0.000
250 H -0.29981 0.20580 6.45133  0.000
251 H 5.29619 -2.09968 -5.54765  0.000
252 H -1.64126 0.26202 3.74222  0.000
253 H 2.17914 1.52904 4.11116  0.000
254 H 5.96059 -0.02417 -8.28579  0.000
255 H -4.40651 2.38579 -0.81523  0.000
256 H -0.61440 -3.35623 -6.42287  0.000
257 H -8.56361 1.84135 2.40015  0.000
258 H -4.07125 4.70953 -3.43717  -0.001
259 H -7.33958 4.43611 -2.24953  0.000
260 H 5.38700 -4.07541 -0.97086  0.000
261 H -2.74185 -0.98922 -3.59373  0.000
262 H 4.38521 -4.76735 1.27255  0.000
263 H 5.17226 -6.21460 3.38277  0.000
264 H -5.63380 0.48707 -5.96965  0.000
265 H -5.23576 3.61034 -2.92792  0.000
266 H -0.86401 0.99230 -1.55789  0.000
267 H 2.95425 -1.54559 6.22594  0.000
268 H -0.82159 2.91694 1.75102  0.000
269 H -2.04478 -3.19941 0.53363  0.000
270 H -0.17753 2.91369 5.91255  0.000
271 H -2.06935 1.55127 -3.70776  0.000
272 H -5.45000 2.98522 -7.44064  0.000
273 H -2.81494 3.79021 -5.26229  0.000
274 H -3.41139 3.52266 7.99573  0.000
275 H 3.31185 -2.09324 -8.73472  0.000
276 H 0.84940 -3.98262 4.48268  0.000
277 H -0.42809 3.99682 3.14858  0.000
278 H 3.09684 0.83956 -4.30886  0.000
279 H 2.01292 -6.17271 -7.90618  0.000
280 H 9.05868 -0.51957 -11.24323  0.000
281 H 6.38759 2.05192 7.11461  0.000
282 H 7.09845 -3.40663 -4.69705  0.000
283 H -2.99295 2.90743 -1.73000  0.002
284 H 4.51466 5.27972 1.68407  0.000
285 H 8.08786 0.42898 -12.27000  0.000
286 H 3.04399 -7.34742 6.66064  0.000
287 H 3.50270 -7.86362 5.07103  0.000

Computed properties:
**Multiplicity**: 2
**DFT total energy**: -4923.7906 Ha
**E_HOMO (alpha / beta)**: -9.06 / -9.06 eV
**Net charge**: +1
**Gap between HOMO and LUMO (alpha / beta)**: 0.253 / 0.111 hartree